Below is a 9-piece molecular cluster, C27H54O27 overall, with properties calculated with wB97M-V/def2-TZVPD.

The geometry in XYZ format:
```
108
C27H54O27 | OMol25 | wB97M-V/def2-TZVPD
C -22.72 -25.74 -21.15
O -24.09 -25.44 -20.91
C -24.43 -24.70 -19.90
O -23.72 -24.47 -18.84
O -25.71 -24.24 -19.89
C -26.27 -23.36 -18.90
H -22.21 -24.77 -21.29
H -22.44 -26.46 -21.91
H -22.29 -26.07 -20.18
H -27.16 -22.98 -19.19
H -25.64 -22.64 -18.37
H -26.49 -23.90 -18.13
C -21.28 -24.26 -28.81
O -20.60 -23.13 -28.26
C -19.42 -22.77 -28.72
O -18.93 -23.27 -29.80
O -18.68 -21.82 -28.04
C -17.33 -21.56 -28.48
H -22.15 -24.59 -28.16
H -20.85 -25.23 -28.81
H -21.43 -24.07 -29.82
H -16.82 -20.76 -27.76
H -17.45 -20.95 -29.41
H -16.67 -22.47 -28.48
C -20.85 -23.17 -24.87
O -20.95 -22.23 -23.73
C -22.01 -22.22 -22.89
O -22.88 -23.11 -23.07
O -22.00 -21.40 -21.91
C -22.95 -21.26 -20.92
H -20.88 -24.27 -24.58
H -20.21 -22.74 -25.62
H -21.71 -23.29 -25.46
H -24.03 -21.55 -21.18
H -23.11 -20.48 -20.33
H -22.81 -22.07 -20.19
C -23.71 -27.91 -28.79
O -23.36 -27.02 -27.76
C -24.31 -26.78 -26.85
O -25.39 -27.26 -26.88
O -23.90 -25.96 -25.86
C -24.63 -25.89 -24.57
H -24.53 -28.56 -28.49
H -22.85 -28.34 -29.03
H -24.17 -27.17 -29.64
H -25.70 -25.30 -25.04
H -24.08 -25.31 -23.94
H -24.86 -26.94 -24.07
C -25.22 -23.81 -29.62
O -25.41 -25.14 -29.85
C -26.59 -25.71 -30.20
O -27.61 -25.07 -30.27
O -26.35 -27.02 -30.63
C -27.55 -27.57 -31.15
H -24.20 -23.57 -29.97
H -25.43 -23.68 -28.53
H -25.86 -23.15 -30.09
H -28.31 -27.43 -30.44
H -27.52 -28.70 -31.15
H -27.82 -27.29 -32.24
C -20.56 -27.21 -24.84
O -21.78 -27.67 -24.43
C -22.41 -28.76 -25.03
O -21.92 -29.20 -26.12
O -23.33 -29.21 -24.38
C -24.06 -30.32 -24.93
H -20.33 -26.11 -24.51
H -20.21 -27.02 -25.79
H -19.81 -28.12 -24.57
H -25.14 -30.11 -24.66
H -23.61 -31.13 -24.79
H -24.02 -30.28 -25.95
C -22.60 -31.84 -29.67
O -22.59 -32.74 -30.79
C -22.10 -34.00 -30.65
O -21.95 -34.65 -29.56
O -21.85 -34.66 -31.84
C -21.19 -35.87 -31.93
H -22.80 -32.22 -28.55
H -23.39 -30.95 -29.63
H -21.72 -31.52 -29.35
H -21.25 -36.30 -33.09
H -21.74 -36.78 -31.58
H -20.06 -35.89 -31.69
C -27.04 -25.96 -22.19
O -26.86 -27.10 -23.08
C -27.41 -28.22 -22.71
O -27.87 -28.49 -21.48
O -27.28 -29.26 -23.64
C -27.86 -30.48 -23.40
H -26.84 -24.88 -22.68
H -26.43 -26.05 -21.26
H -27.99 -25.80 -21.70
H -28.97 -30.35 -23.05
H -27.23 -30.73 -22.52
H -27.87 -31.34 -24.17
C -25.29 -34.18 -28.06
O -25.79 -33.21 -27.28
C -26.21 -32.05 -27.97
O -26.40 -31.85 -29.18
O -26.45 -31.13 -27.08
C -27.17 -29.94 -27.37
H -25.16 -34.00 -29.11
H -25.98 -35.01 -27.95
H -24.29 -34.51 -27.75
H -26.85 -29.33 -28.30
H -27.04 -29.20 -26.65
H -28.24 -29.98 -27.72
```

Results
Spin multiplicity: 1
HOMO level (eV): -10.48
ΔE to the lowest compared entry with this formula, charge and spin (kJ/mol): 1466.1
Electronic energy (Eh): -3092.17078
LUMO energy (eV): 0.491
SMILES string: COC(=O)OC.COC(=O)OC.COC(=O)OC.COC(=O)OC.COC(=O)OC.COC(=O)OC.COC(=O)OC.COC(=O)OC.COC(=O)OC
F_max (eV/Å): 10.9
Frontier orbital gap (hartree): 0.4033

---

Below is C27H56BF3I2N4O11P3S5 as an isolated structure, with properties calculated with wB97M-V/def2-TZVPD.

The geometry in XYZ format:
```
112
C27H56BF3I2N4O11P3S5 | OMol25 | wB97M-V/def2-TZVPD
C 2.44 1.70 0.50
C 0.92 1.54 0.28
B 0.10 2.83 0.66
O 0.64 3.65 1.63
C -1.37 3.31 0.09
C -0.92 4.65 -0.62
I 0.99 4.37 -1.68
C -0.72 5.91 0.30
C -1.70 7.02 -0.12
I 1.20 6.95 0.16
C -1.99 2.22 -0.89
S -1.35 2.06 -2.59
C -1.96 0.74 -0.39
C -1.63 -0.38 -1.39
N -3.55 2.50 -1.06
S -3.73 3.93 -2.24
P -4.68 1.42 -1.99
S -5.31 -0.27 -1.37
C -3.92 3.11 0.37
N -4.94 2.30 0.97
N -4.58 4.36 0.00
C -5.70 4.65 0.39
S -7.01 5.09 1.06
C -2.56 3.39 1.19
C -2.94 4.77 1.84
C -2.13 5.27 3.04
N -2.67 5.81 4.05
S -2.52 2.30 2.73
O -3.46 2.85 3.66
O -2.85 0.91 2.55
C -0.90 2.11 3.71
F -0.13 1.18 3.18
F -1.38 1.62 4.84
F -0.25 3.21 4.00
H 2.81 2.68 0.20
H 2.63 1.62 1.58
H 3.02 0.90 0.04
H 0.76 1.26 -0.76
H 0.60 0.69 0.89
H 1.42 4.14 1.34
H -1.53 5.00 -1.44
H -0.69 5.71 1.36
H -1.91 7.70 0.71
H -2.64 6.60 -0.50
H -1.29 7.59 -0.95
H -1.09 3.31 -2.98
H -2.91 0.45 0.07
H -1.29 0.60 0.46
H -2.35 -0.47 -2.20
H -0.60 -0.39 -1.73
H -1.75 -1.31 -0.83
H -3.90 3.34 -3.44
H -5.77 2.26 -2.24
H -4.11 1.25 -3.25
H -5.05 2.48 1.97
H -4.76 1.30 0.90
H -3.96 4.70 2.22
H -2.94 5.58 1.12
H -1.04 5.24 3.06
H -3.69 5.84 3.97
O 5.93 0.50 -2.75
P 6.98 -0.51 -2.56
O 6.37 -1.77 -1.77
C 5.32 -2.54 -2.38
C 5.82 -3.38 -3.54
O 7.92 0.12 -1.40
C 7.78 1.45 -0.93
C 6.96 1.48 0.34
O 8.14 -1.21 -3.36
C 9.55 -1.22 -3.03
C 9.85 -2.23 -1.95
H 4.52 -1.87 -2.70
H 4.93 -3.19 -1.59
H 6.14 -2.75 -4.37
H 5.03 -4.04 -3.90
H 6.68 -3.98 -3.24
H 7.34 2.09 -1.69
H 8.78 1.83 -0.73
H 5.98 1.03 0.19
H 6.83 2.50 0.70
H 7.45 0.90 1.13
H 9.90 -0.23 -2.78
H 10.06 -1.51 -3.95
H 9.33 -1.99 -1.02
H 10.92 -2.25 -1.75
H 9.53 -3.23 -2.25
O -0.97 -6.66 1.46
P -2.22 -6.12 0.91
O -3.04 -5.39 2.09
C -2.48 -4.25 2.73
C -2.47 -3.03 1.83
O -3.15 -7.42 0.69
C -2.66 -8.76 0.82
C -2.99 -9.32 2.18
O -2.76 -5.31 -0.34
C -3.78 -5.74 -1.26
C -5.16 -5.55 -0.69
H -1.46 -4.48 3.07
H -3.08 -4.05 3.62
H -1.80 -3.18 0.98
H -2.14 -2.14 2.38
H -3.47 -2.85 1.43
H -1.59 -8.80 0.62
H -3.15 -9.35 0.05
H -2.57 -8.70 2.98
H -2.60 -10.34 2.29
H -4.07 -9.35 2.33
H -3.61 -6.77 -1.59
H -3.66 -5.11 -2.14
H -5.31 -6.15 0.21
H -5.91 -5.84 -1.43
H -5.32 -4.51 -0.42
```

Results
Net charge: +1
Spin multiplicity: 1
HOMO level (eV): -11.01
Electronic energy (Eh): -6043.60432
LUMO energy (eV): -4.113
F_max (eV/Å): 5.0
Frontier orbital gap (hartree): 0.2536

---

Below is C27H56N3O3V as an isolated structure, with properties calculated with wB97M-V/def2-TZVPD.

The geometry in XYZ format:
```
90
C27H56N3O3V | OMol25 | wB97M-V/def2-TZVPD
V -1.03 0.01 -9.58
C 0.79 2.27 -8.68
C 2.05 1.48 -9.15
C 2.98 1.58 -7.92
C 4.16 0.83 -8.14
C 4.03 -0.55 -8.90
C 2.63 -1.02 -8.89
N 1.71 0.04 -9.33
O 0.81 -0.19 -10.08
C 2.16 -1.67 -7.51
C 2.58 -2.10 -9.99
C 2.56 2.13 -10.45
H 0.03 2.24 -9.36
H 0.91 3.31 -8.63
H 0.53 1.92 -7.69
H 2.53 1.22 -7.04
H 3.31 2.65 -7.79
H 4.68 0.74 -7.14
H 4.85 1.39 -8.74
H 4.58 -1.39 -8.62
H 4.35 -0.39 -9.94
H 3.07 -2.10 -7.05
H 1.41 -2.53 -7.49
H 1.84 -1.10 -6.65
H 3.28 -2.96 -9.90
H 2.76 -1.75 -11.01
H 1.67 -2.67 -10.11
H 2.19 1.71 -11.42
H 3.60 1.86 -10.47
H 2.31 3.16 -10.50
C -0.48 1.30 -13.08
C -1.60 2.02 -12.40
C -2.63 2.50 -13.40
C -3.49 1.37 -14.01
C -4.26 0.59 -12.97
C -3.19 0.01 -11.93
N -2.25 1.05 -11.48
O -2.55 1.54 -10.34
C -2.44 -1.24 -12.58
C -4.04 -0.52 -10.74
C -1.05 3.30 -11.62
H 0.14 1.98 -13.71
H -0.71 0.48 -13.73
H 0.22 0.88 -12.33
H -2.19 2.91 -14.31
H -3.33 3.17 -12.97
H -2.68 0.72 -14.40
H -4.17 1.41 -14.92
H -4.99 -0.04 -13.28
H -4.92 1.34 -12.53
H -2.95 2.36 -10.59
H -2.21 -1.14 -13.70
H -2.77 -2.24 -12.31
H -1.46 -1.30 -12.11
H -3.42 -0.93 -9.93
H -4.77 -1.19 -11.14
H -4.57 0.29 -10.17
H -0.75 4.06 -12.33
H -0.10 3.25 -11.09
H -1.73 3.97 -11.06
C -1.55 -4.08 -7.32
C -2.11 -3.12 -8.39
C -3.39 -3.59 -8.91
C -4.50 -3.37 -7.93
C -4.65 -1.85 -7.72
C -3.26 -1.20 -7.11
N -2.12 -1.69 -7.90
O -1.04 -1.00 -7.75
C -2.99 -1.64 -5.67
C -3.43 0.37 -7.14
C -1.07 -3.16 -9.50
H -0.61 -3.81 -6.96
H -1.73 -5.15 -7.73
H -2.13 -4.05 -6.49
H -3.34 -4.67 -9.20
H -3.51 -3.19 -9.86
H -4.18 -3.74 -6.92
H -5.46 -3.76 -8.29
H -5.39 -1.58 -6.97
H -5.02 -1.44 -8.67
H -0.58 -1.32 -6.95
H -3.72 -1.21 -5.01
H -2.19 -1.21 -5.19
H -3.01 -2.67 -5.46
H -2.59 0.85 -6.77
H -4.32 0.60 -6.51
H -3.69 0.72 -8.10
H -1.12 -2.52 -10.40
H -1.00 -4.16 -9.80
H -0.09 -3.12 -8.95
```

Results
Net charge: +1
Spin multiplicity: 4
HOMO level (alpha / beta) (eV): -8.48 / -8.75
ΔE to the lowest compared entry with this formula, charge and spin (kJ/mol): 152.1
Electronic energy (Eh): -2395.75790
LUMO energy (alpha / beta) (eV): -1.992 / -2.024
F_max (eV/Å): 12.6
Frontier orbital gap (alpha / beta) (hartree): 0.2385 / 0.2470